C36H39ClCsN7O3S2Te | ωB97M-V/def2-TZVPD

Summary:
largest force on an atom: 0.55 eV Å⁻¹
ΔE to the lowest compared entry with this formula, charge and spin: 0.059 eV
total energy: -3549.03945 hartree

```
! RIJCOSX wB97M-V def2-TZVPD def2/J DEFGRID3
* xyz -2 1
Cs -0.351 -0.354 0.138
S 2.563 -0.054 -4.377
C 0.980 -0.579 -4.774
C 0.785 -1.509 -5.837
C -0.476 -1.906 -6.200
C -1.578 -1.400 -5.507
C -1.316 -0.529 -4.465
N -0.101 -0.129 -4.090
H 1.662 -1.879 -6.351
H -0.613 -2.607 -7.019
H -2.594 -1.677 -5.756
H -2.141 -0.131 -3.880
Cl -1.194 4.673 -2.447
C -2.295 3.455 -1.912
C -3.325 3.769 -1.055
C -4.150 2.739 -0.623
C -3.914 1.457 -1.083
N -2.925 1.164 -1.931
C -2.117 2.139 -2.325
H -3.454 4.784 -0.703
H -4.953 2.928 0.078
H -4.524 0.622 -0.754
H -1.275 1.871 -2.957
C -3.033 -2.313 -2.180
N -3.526 -3.271 -1.210
C -3.038 -4.629 -1.329
C -3.015 -5.308 0.024
C -4.384 -5.195 0.660
N -4.862 -3.828 0.628
C -5.772 -3.437 1.677
C -4.431 -2.872 -0.270
O -4.865 -1.721 -0.220
H -1.940 -2.316 -2.185
H -3.382 -1.319 -1.925
H -3.369 -2.560 -3.192
H -2.026 -4.583 -1.736
H -3.653 -5.198 -2.042
H -2.272 -4.808 0.645
H -2.741 -6.360 -0.087
H -4.338 -5.513 1.706
H -5.100 -5.861 0.154
H -5.304 -3.573 2.658
H -6.689 -4.037 1.640
H -6.020 -2.389 1.546
Te 2.099 2.023 -1.555
C 4.154 2.129 -2.090
C 4.531 2.846 -3.222
C 5.866 2.941 -3.590
C 6.845 2.322 -2.825
C 6.479 1.597 -1.699
C 5.141 1.496 -1.341
C 2.393 3.303 0.121
C 2.005 4.638 0.053
C 2.159 5.479 1.147
C 2.700 4.994 2.330
C 3.086 3.664 2.413
C 2.934 2.830 1.313
H 3.765 3.314 -3.828
H 6.142 3.494 -4.481
H 7.889 2.394 -3.111
H 7.236 1.099 -1.105
H 4.862 0.912 -0.472
H 1.552 5.010 -0.858
H 1.836 6.512 1.080
H 2.804 5.647 3.190
H 3.483 3.255 3.335
H 3.231 1.791 1.399
O -1.115 -2.918 1.321
S -2.033 -2.447 2.403
N -1.545 -1.532 3.439
C -0.934 3.230 1.148
O -0.632 2.333 0.174
H -0.286 3.160 2.056
H -1.975 3.140 1.536
H -0.832 4.302 0.846
N 1.072 -0.633 4.039
C 1.857 0.330 3.492
N 3.055 0.410 4.015
C 3.073 -0.581 4.978
C 4.085 -0.970 5.855
C 3.827 -2.014 6.725
C 2.586 -2.670 6.734
C 1.569 -2.299 5.874
C 1.830 -1.248 5.000
H 0.107 -0.915 3.767
H 1.488 0.969 2.702
H 5.043 -0.465 5.844
H 4.596 -2.340 7.416
H 2.425 -3.486 7.429
H 0.610 -2.801 5.872
*
```

---

C36H39ClN2O5S2ScSi | ωB97M-V/def2-TZVPD

Summary:
largest force on an atom: 2.28 eV Å⁻¹
ΔE to the lowest compared entry with this formula, charge and spin: 0.000 eV
total energy: -4187.37414 hartree

```
! RIJCOSX wB97M-V def2-TZVPD def2/J DEFGRID3
* xyz 1 1
Sc 0.337 0.383 -0.495
O 3.669 1.559 -1.127
Cl 3.017 0.327 -0.985
O 3.873 -0.767 -1.055
O 2.260 0.295 0.247
O 1.994 0.233 -2.007
C -0.210 2.081 0.763
Si -0.218 1.300 2.485
C -1.046 -0.429 2.135
N -0.375 -1.249 1.097
C 0.779 -1.978 1.708
C 0.907 -3.402 1.175
C -0.292 -4.231 1.644
C -1.593 -3.431 1.481
C -1.354 -2.236 0.558
C 1.488 1.161 3.289
C 1.697 0.361 4.410
C 2.921 0.337 5.052
C 3.955 1.137 4.596
C 3.765 1.938 3.483
C 2.545 1.941 2.834
C -1.395 2.150 3.713
C -0.920 2.880 4.801
C -1.789 3.527 5.662
C -3.156 3.462 5.452
C -3.646 2.742 4.376
C -2.774 2.103 3.516
H 0.541 2.877 0.674
H -1.181 2.543 0.553
H -2.047 -0.191 1.766
H -1.195 -1.019 3.047
H 0.648 -2.030 2.797
H 1.701 -1.418 1.526
H 1.831 -3.843 1.548
H 0.975 -3.392 0.083
H -0.148 -4.497 2.692
H -0.339 -5.161 1.076
H -1.958 -3.075 2.445
H -2.376 -4.054 1.044
H -2.296 -1.713 0.364
H -0.994 -2.606 -0.406
H 0.884 -0.234 4.801
H 3.071 -0.291 5.918
H 4.904 1.141 5.109
H 4.563 2.572 3.128
H 2.406 2.566 1.965
H 0.144 2.934 4.977
H -1.401 4.088 6.498
H -3.833 3.971 6.121
H -4.712 2.688 4.209
H -3.179 1.555 2.677
S -0.255 2.333 -2.564
C 1.071 3.363 -2.363
N 2.206 3.116 -3.070
C 3.305 3.889 -3.005
C 3.309 5.015 -2.234
C 2.156 5.334 -1.492
C 1.057 4.522 -1.556
H 2.212 2.265 -3.626
H 4.154 3.583 -3.597
H 4.179 5.648 -2.200
H 2.141 6.224 -0.881
H 0.153 4.741 -1.008
O -0.770 -0.576 -1.794
S -1.656 -0.487 -3.023
C -2.505 -2.087 -2.896
C -3.878 -2.082 -2.720
C -4.545 -3.272 -2.479
C -3.829 -4.454 -2.400
C -2.454 -4.455 -2.583
C -1.784 -3.270 -2.832
C -0.611 -0.946 -4.414
C -1.142 -0.814 -5.688
C -0.445 -1.327 -6.769
C 0.773 -1.959 -6.567
C 1.332 -2.008 -5.301
C 0.643 -1.496 -4.214
H -4.420 -1.152 -2.765
H -5.615 -3.283 -2.341
H -4.337 -5.378 -2.172
H -1.903 -5.383 -2.529
H -0.712 -3.258 -2.968
H -2.094 -0.329 -5.825
H -0.855 -1.245 -7.764
H 1.287 -2.409 -7.402
H 2.301 -2.460 -5.157
H 1.087 -1.510 -3.226
*
```

---

C36H39F2N4O7STeW | ωB97M-V/def2-TZVPD

Summary:
largest force on an atom: 7.83 eV Å⁻¹
ΔE to the lowest compared entry with this formula, charge and spin: 2.298 eV
total energy: -3073.59521 hartree

```
! RIJCOSX wB97M-V def2-TZVPD def2/J DEFGRID3
* xyz 1 1
W -2.007 -0.868 0.024
C -0.614 0.788 6.142
C 0.581 1.069 5.237
N 0.753 0.019 4.233
C 1.610 -1.108 4.588
C 3.064 -0.823 4.218
C 0.178 0.118 3.046
S 0.273 -1.159 1.894
N -0.358 1.316 2.706
C -1.251 1.484 1.790
O -1.987 0.482 1.352
C -1.424 2.801 1.173
C -0.503 3.820 1.433
C -0.608 5.025 0.768
C -1.634 5.229 -0.149
C -2.563 4.229 -0.393
C -2.456 3.011 0.256
H -0.727 1.597 6.862
H -0.481 -0.144 6.691
H -1.530 0.720 5.555
H 1.495 1.112 5.829
H 0.443 2.018 4.723
H 1.265 -1.993 4.059
H 1.514 -1.280 5.660
H 3.154 -0.669 3.142
H 3.688 -1.669 4.503
H 3.430 0.066 4.732
H 0.284 3.641 2.152
H 0.109 5.811 0.962
H -1.711 6.174 -0.669
H -3.373 4.399 -1.090
H -3.183 2.231 0.080
O -2.348 -2.218 1.254
C -2.939 -3.382 1.197
C -3.374 -3.946 -0.015
C -3.998 -5.211 -0.005
C -4.405 -5.792 -1.176
C -4.221 -5.169 -2.412
C -3.635 -3.921 -2.447
C -3.224 -3.293 -1.278
O -2.642 -2.086 -1.363
N -5.042 -7.112 -1.128
O -5.300 -7.642 -2.189
O -5.266 -7.586 -0.033
H -3.089 -3.900 2.136
H -4.151 -5.732 0.930
H -4.536 -5.672 -3.313
H -3.483 -3.408 -3.387
C 6.004 2.057 0.842
O 4.743 1.792 0.252
C 4.723 1.425 -1.061
C 5.838 1.147 -1.831
C 5.687 0.773 -3.163
C 4.427 0.679 -3.722
C 3.301 0.951 -2.956
C 3.436 1.311 -1.620
N 2.361 1.483 -0.747
C 1.033 1.282 -0.980
C 0.238 1.725 -2.052
C 0.622 2.695 -3.007
C -0.262 3.143 -3.961
C -1.559 2.640 -4.031
C -1.972 1.669 -3.133
C -1.106 1.227 -2.152
O -1.541 0.283 -1.271
H 6.628 1.161 0.879
H 5.797 2.393 1.855
H 6.530 2.848 0.303
H 6.826 1.201 -1.397
H 6.563 0.559 -3.758
H 4.304 0.376 -4.753
H 2.318 0.875 -3.397
H 2.640 1.478 0.224
H 0.520 0.817 -0.157
H 1.623 3.103 -2.960
H 0.054 3.898 -4.668
H -2.249 3.004 -4.779
H -2.969 1.248 -3.170
C 0.001 -1.831 -3.068
Te -0.031 -2.576 -1.052
C 2.128 -2.479 -0.900
H 0.563 -2.514 -3.699
H 0.465 -0.848 -3.067
H -1.030 -1.760 -3.404
H 2.504 -1.504 -1.206
H 2.535 -3.250 -1.551
H 2.420 -2.677 0.129
F -4.170 0.211 -1.129
C -4.168 -0.549 0.068
F -4.526 0.369 1.014
H -5.028 -1.214 -0.045
*
```

---

> Among the records above, which one has the lowest total energy?

C36H39ClN2O5S2ScSi

---

> largest force on an atom of number 3 (C36H39F2N4O7STeW)?

7.83 eV Å⁻¹